35
Properties=species:S:1:pos:R:3 method="wB97M-V/def2-TZVPD" spin_multiplicity=3 total_charge=-1 total_energy_ha=-1186.53917 max_force_ev_per_a=3.4
Pt 8.206 -9.506 15.343
C 7.770 -6.449 18.042
C 8.192 -7.481 17.031
O 8.236 -7.189 15.819
O 8.442 -8.670 17.403
H 8.205 -6.565 19.036
H 6.698 -6.597 18.213
H 7.893 -5.405 17.760
C 5.825 -10.218 18.568
C 5.765 -10.958 17.223
O 5.056 -11.976 17.172
O 6.456 -10.532 16.245
H 5.249 -9.289 18.489
H 6.836 -10.008 18.917
H 5.312 -10.762 19.364
C 9.388 -11.535 12.059
C 8.527 -10.717 12.987
O 7.889 -11.327 13.897
O 8.552 -9.455 13.082
H 9.677 -10.818 11.286
H 8.706 -12.310 11.689
H 10.183 -12.144 12.471
C 13.256 -12.259 13.023
C 13.122 -12.300 14.530
C 13.758 -11.124 15.234
O 12.639 -10.181 15.278
C 11.495 -10.892 15.225
O 10.389 -10.468 15.340
O 11.755 -12.165 14.911
H 14.298 -12.495 12.763
H 12.889 -11.404 12.465
H 12.825 -13.159 12.567
H 13.491 -13.249 14.918
H 14.557 -10.597 14.719
H 14.012 -11.224 16.291